# 1
DFT (ωB97M-V with the def2-TZVPD basis set) results for 2 unconnected molecules or ions with the total composition H3N3O2 in a non-equilibrium geometry.

XYZ file:
```
8
Properties=species:S:1:pos:R:3:forces:R:3:lowdin_charge:R:1
N -2.31558 0.88354 -0.15347 -1.5 -1.5 0.7 0.1036
N 0.63080 0.43304 -0.18207 0.4 -1.0 1.9 -0.0102
N -0.28748 -0.29369 -0.81935 -1.2 -0.7 -0.7 -0.1518
O -0.75511 -1.39120 -0.06104 1.9 0.9 -0.2 -0.0989
O -2.95968 -0.04000 0.18190 0.9 2.1 -0.8 -0.0452
H 0.76969 0.15862 0.83858 -0.3 0.8 -1.7 0.1269
H 0.43179 1.40243 -0.41680 0.5 0.0 0.5 0.0822
H -1.68648 -1.16152 -0.03138 -0.6 -0.6 0.2 -0.0066
```
Positions in Å, forces in eV/Å.

The calculation puts the strongest force on any atom at 2.45 eV Å⁻¹. As for the HOMO-LUMO gap (alpha / beta): 0.2890 / 0.3012 Ha. Its multiplicity is 1.

# 2
DFT (ωB97M-V with the def2-TZVPD basis set) results for H3N3O2 in the gas phase in a non-equilibrium geometry.

XYZ file:
```
8
Properties=species:S:1:pos:R:3:forces:R:3:lowdin_charge:R:1
H 1.90350 -1.15333 1.25167 1.0 -0.1 -0.2 0.0760
N 0.91929 -1.29287 1.12006 -1.9 0.2 -0.4 0.1615
N 0.55191 -0.54945 0.20413 -0.3 1.6 0.0 -0.3162
O 1.14874 0.20753 -0.54240 -0.5 -0.6 0.3 -0.0061
O -1.13329 -0.34635 0.06208 0.9 -1.1 0.4 -0.1429
N -1.42955 0.77493 -0.61490 2.9 0.4 -1.0 -0.0293
H -1.20696 1.59520 0.02432 -0.2 -1.0 -1.3 0.1145
H -0.75363 0.76434 -1.50496 -1.9 0.5 2.2 0.1425
```
Positions in Å, forces in eV/Å.

The calculation puts the strongest force on any atom at 3.07 eV Å⁻¹. As for the HOMO-LUMO gap: 0.3764 Ha. Its multiplicity is 1. Its SMILES is [H]/N=[N+](\[O-])ON.